Entry 1:
Below is a structure of composition C11H30Cl2GaOP3, with properties calculated with ωB97M-V/def2-TZVPD.

Last column: Löwdin charge in e.
Positions of all 48 atoms, in Å:
C1 2.668 -3.864 0.865  -0.05
C2 2.097 -2.764 0.089  -0.91
H1 2.849 -3.458 1.874  0.11
H2 3.631 -4.139 0.426  0.11
H3 2.002 -4.729 0.858  0.10
O1 1.842 -1.668 0.556  -0.06
Cl1 1.586 -3.083 -1.517  0.75
Ga1 -1.426 0.820 -0.673  0.11
P1 1.879 0.917 -1.606  0.79
C3 2.632 2.478 -0.975  -0.29
C4 3.498 0.068 -1.804  -0.29
H4 4.216 0.753 -2.276  0.06
H5 2.611 1.667 -3.841  0.06
H6 3.397 -0.833 -2.418  0.03
H7 1.360 0.393 -3.889  0.05
H8 2.834 2.333 0.097  0.04
H9 3.863 -0.218 -0.813  0.04
C5 1.673 1.320 -3.391  -0.29
H10 3.584 2.691 -1.481  0.06
H11 0.877 2.061 -3.513  0.02
H12 1.953 3.332 -1.085  0.03
P2 -2.044 -1.438 -0.029  0.76
C6 -3.265 -1.252 1.319  -0.24
C7 -3.050 -1.900 -1.477  -0.24
H13 -0.869 -3.545 -0.414  0.03
H14 -2.227 -3.709 0.735  0.08
H15 -0.689 -2.986 1.273  0.06
C8 -1.383 -3.071 0.430  -0.22
H16 -2.381 -2.259 -2.269  0.07
H17 -3.731 -2.707 -1.176  0.08
H18 -3.798 -2.209 1.404  0.07
H19 -3.986 -0.452 1.111  0.06
H20 -3.615 -1.035 -1.843  0.05
H21 -2.754 -1.040 2.270  0.06
Cl2 -2.059 1.983 -2.381  0.23
C9 -2.743 2.470 2.024  -0.22
P3 -1.123 1.992 1.317  0.72
C10 -0.217 3.536 1.064  -0.22
C11 -0.242 1.186 2.690  -0.20
H22 -3.452 2.683 1.210  0.06
H23 -2.608 3.377 2.638  0.08
H24 -3.141 1.656 2.650  0.06
H25 -0.620 4.301 1.740  0.07
H26 0.847 3.372 1.290  0.06
H27 -0.313 3.879 0.025  0.06
H28 0.838 1.260 2.515  0.06
H29 -0.492 1.705 3.626  0.08
H30 -0.509 0.126 2.777  0.05

As for the total charge: +2. Its energy above the lowest of the compared OMol25 structures with the same formula, charge and spin is 0.000 eV. The maximum force comes out at 3.06 eV Å⁻¹. As for the total energy: -4381.10392 Ha. The value obtained for the LUMO energy is -7.3 eV.



Entry 2:
Below is a cluster of 4 separate species, C11H30O4 in total, with properties calculated with ωB97M-V/def2-TZVPD.

Last column: Löwdin charge in e.
Positions of all 45 atoms, in Å:
C1 -3.702 -2.287 3.350  -0.05
C2 -4.337 -2.148 1.950  -0.46
C3 -4.650 -0.672 1.702  -0.04
O1 -3.511 -2.677 0.921  -0.05
H1 -3.078 -1.429 3.609  0.08
H2 -2.993 -3.120 3.375  0.08
H3 -4.508 -2.373 4.076  0.08
H4 -5.256 -2.742 1.986  0.13
H5 -4.825 -0.079 2.595  0.08
H6 -5.563 -0.551 1.104  0.08
H7 -3.851 -0.202 1.129  0.07
H8 -3.780 -3.562 0.674  0.10
C4 -0.081 2.058 -1.373  -0.06
C5 0.380 1.061 -0.326  -0.50
C6 1.466 1.736 0.560  -0.07
O2 -0.616 0.624 0.572  -0.06
H9 -0.695 1.532 -2.115  0.06
H10 0.770 2.404 -1.963  0.08
H11 -0.624 2.895 -0.944  0.09
H12 0.923 0.209 -0.754  0.14
H13 1.946 1.046 1.257  0.07
H14 1.036 2.507 1.202  0.08
H15 2.241 2.137 -0.094  0.05
H16 -1.301 0.134 0.065  0.05
C7 4.986 1.487 0.018  -0.07
C8 6.426 0.961 0.065  -0.50
C9 6.498 -0.532 -0.145  -0.07
O3 7.232 1.623 -0.912  -0.05
H17 4.974 2.576 0.111  0.08
H18 4.402 1.063 0.832  0.07
H19 4.533 1.227 -0.941  0.09
H20 6.800 1.180 1.073  0.13
H21 5.832 -1.085 0.523  0.08
H22 7.474 -0.988 0.033  0.08
H23 6.216 -0.808 -1.165  0.08
H24 6.843 2.497 -1.010  0.08
C10 -2.895 -0.745 -3.306  -0.08
C11 -3.304 -0.255 -1.928  -0.30
O4 -2.474 -0.857 -0.923  -0.13
H25 -3.473 -0.202 -4.058  0.07
H26 -3.110 -1.811 -3.389  0.07
H27 -1.830 -0.596 -3.476  0.07
H28 -4.335 -0.537 -1.697  0.11
H29 -3.215 0.830 -1.849  0.11
H30 -2.974 -1.528 -0.416  0.05

As for the SMILES: CC(C)O.CC(C)O.CC(C)O.CCO. As for the total charge: 0. Its energy above the lowest of the compared OMol25 structures with the same formula, charge and spin is 0.158 eV. The maximum force comes out at 2.38 eV Å⁻¹. As for the total energy: -738.03571 Ha. The value obtained for the LUMO energy is 0.5 eV.